A cluster of 3 separate species, C19H41BF9N6O8P2S in total, computed with the ωB97M-V functional and the def2-TZVPD basis.

```
87
Properties=species:S:1:pos:R:3:forces:R:3:lowdin_charge:R:1
C 4.777122 -2.622781 2.416831 0.00 0.04 -0.23 0.007
C 4.386745 -1.242107 1.962564 0.01 -0.08 0.27 -0.486
O 4.441863 -0.279187 2.678455 0.00 0.07 -0.06 0.122
N 4.007657 -1.192354 0.575940 0.03 0.22 -0.14 -0.092
C 5.183883 -0.700950 -0.170566 0.06 -0.11 0.45 -0.066
C 2.818342 -0.323465 0.362526 -0.14 -0.02 0.63 -0.341
O 1.929405 -0.490372 1.398927 0.15 -0.50 -0.41 -0.239
P 0.239809 -0.929383 0.948811 -0.17 0.32 1.23 0.701
C 0.769961 -2.800999 1.255424 0.27 -0.65 -0.13 -0.147
B 0.555381 -3.016313 2.773760 -0.01 0.07 -0.16 -0.757
O -0.615328 -3.556058 3.287779 -0.06 0.31 -0.02 0.125
O 1.545667 -2.647897 3.710998 0.08 -0.06 -0.08 0.097
C -1.516561 -1.480154 0.520057 0.06 0.14 -0.71 -0.201
C -2.499962 -0.749274 -0.441007 -0.49 0.03 0.56 -0.429
C -1.920845 -0.023323 -1.648191 -0.18 -0.14 -0.45 -0.092
C -3.532298 0.159565 0.272998 0.40 -0.18 -0.19 -0.095
C -0.048253 0.987820 1.029637 0.00 -0.18 1.26 -0.172
C -0.061934 1.364969 2.506315 -1.00 -1.00 -0.34 -0.419
C -1.393710 1.490754 3.178110 1.29 3.15 0.06 -0.004
O -0.443663 2.659074 2.818766 0.17 0.04 0.28 -0.106
O 0.749947 -0.912834 -0.716878 0.14 0.20 -0.07 -0.284
C 2.117162 -0.747730 -0.970271 -0.33 -0.22 -0.29 -0.530
C 2.272239 0.157913 -2.210015 -0.22 0.07 0.07 -0.138
C 1.750257 1.595702 -2.059191 -0.14 -0.14 -0.40 -0.061
C 2.823641 2.658001 -1.899990 0.22 -0.69 0.43 -0.438
F 3.223888 3.150085 -3.100500 -0.18 0.17 -0.06 0.110
F 3.954443 2.105468 -1.354256 0.01 0.17 -0.02 0.095
C 2.547396 3.852057 -0.936676 0.51 0.18 -0.25 -0.440
F 2.507422 3.403017 0.313036 -0.34 -0.10 -0.01 0.147
F 3.594719 4.691329 -1.023213 -0.08 0.02 0.01 0.119
S 0.982208 4.875445 -1.248893 0.14 0.48 0.19 0.776
F 0.102037 3.742097 -0.613919 -0.07 -0.16 -0.01 -0.112
F 0.788434 4.257930 -2.699412 -0.11 -0.15 -0.05 -0.132
F 1.810926 6.065760 -1.909800 -0.03 -0.04 -0.06 -0.145
F 1.166336 5.564693 0.168969 -0.05 -0.02 -0.01 -0.125
F -0.333063 5.729137 -1.469078 0.02 -0.01 -0.01 -0.123
P 2.644396 -2.405422 -1.653650 1.25 -0.01 -0.23 0.809
N 3.938969 -2.425179 -2.566079 -0.22 -0.02 -0.06 -0.316
H 5.090069 -2.613500 3.456968 -0.04 -0.01 0.03 0.081
H 3.918376 -3.273638 2.253321 0.00 -0.05 0.11 0.071
H 5.588763 -2.986788 1.781611 -0.01 -0.04 0.00 0.078
H 4.906634 -0.465195 -1.191138 0.04 -0.09 -0.07 0.057
H 5.621276 0.174447 0.325666 -0.11 0.15 -0.15 0.091
H 5.945613 -1.483466 -0.179113 -0.01 -0.02 -0.17 0.082
H 3.142824 0.726478 0.387656 0.05 0.03 -0.48 0.143
H -0.070169 -0.910082 2.368002 0.12 -0.03 -0.08 0.037
H 1.831270 -2.957770 1.059837 0.03 0.25 -0.03 0.013
H 0.229339 -3.523068 0.633869 -0.12 0.14 0.03 0.062
H -0.700735 -3.241345 4.196112 0.01 -0.27 0.04 0.093
H 1.971872 -3.417634 4.097269 -0.11 0.07 0.15 0.086
H -2.000687 -1.615168 1.488145 -0.07 0.05 0.07 0.080
H -1.415599 -2.492051 0.119780 0.09 0.08 -0.05 0.067
H -3.114260 -1.542781 -0.864558 0.26 -0.01 0.09 0.069
H -2.757445 0.342839 -2.256079 -0.01 0.06 0.04 0.072
H -1.292750 0.834487 -1.409566 0.05 -0.07 0.13 0.051
H -1.360167 -0.703868 -2.292455 0.15 0.03 0.12 0.070
H -3.267014 1.211238 0.227132 0.05 0.09 0.05 0.042
H -3.652661 -0.096710 1.324797 0.01 -0.02 0.05 0.066
H -4.514549 0.042669 -0.201300 0.04 0.11 -0.03 0.066
H 0.825856 1.540276 0.686939 -0.21 -0.01 -0.62 0.058
H -1.002074 1.375178 0.669658 0.19 0.01 -0.56 0.074
H 0.733436 0.931957 3.108009 0.10 0.13 0.00 0.133
H -2.244672 1.850143 2.623723 -0.66 -1.21 -0.24 0.072
H -1.456862 1.635486 4.252594 -0.20 -1.04 0.08 0.091
H 3.278103 0.103873 -2.623513 0.07 0.08 0.09 0.097
H 1.620533 -0.308932 -2.954283 0.06 0.01 -0.06 0.110
H 0.994717 1.617760 -1.276774 0.16 0.12 0.15 0.091
H 1.231423 1.850539 -2.983438 -0.05 0.12 0.07 0.127
H 1.500928 -2.706083 -2.417914 -0.22 0.04 0.29 0.016
H 2.708491 -3.349348 -0.625808 -0.46 0.01 0.02 0.001
H 4.661606 -3.034978 -2.207688 0.04 0.06 0.02 -0.060
C -5.476282 3.312811 1.617234 0.10 -0.06 -0.05 -0.666
O -4.479399 2.624036 1.676851 -0.13 0.22 0.20 0.043
N -6.400237 3.168445 0.614975 -0.07 -0.01 -0.04 0.149
N -5.757922 4.286129 2.540799 -0.04 0.03 0.07 0.144
H -7.230522 3.722867 0.538970 0.01 0.01 0.01 0.084
H -6.213174 2.461374 -0.072202 0.03 0.00 0.02 0.100
H -5.092526 4.415743 3.280036 0.02 -0.01 -0.03 0.102
H -6.573671 4.865798 2.506586 0.00 0.00 -0.02 0.084
C -4.264612 -3.662270 -3.125908 0.10 -0.05 0.00 -0.666
O -3.959598 -2.784285 -2.345685 -0.22 -0.12 -0.21 0.049
N -5.233040 -3.494654 -4.084186 -0.05 0.00 -0.01 0.142
N -3.662191 -4.891845 -3.113796 -0.01 -0.05 0.02 0.148
H -5.496001 -4.205678 -4.738360 0.02 -0.01 0.00 0.084
H -5.687583 -2.602076 -4.118915 0.02 0.01 0.01 0.098
H -2.946670 -5.039190 -2.425817 0.01 0.03 0.00 0.106
H -3.893150 -5.631058 -3.748457 0.00 0.02 -0.02 0.086
```
Forces are in eV/Å.

For the energy, the calculation gives -100236.087 eV. As for the gap between HOMO and LUMO: 6.76 eV. For the HOMO energy, the calculation gives -4.556 eV. The calculation puts the LUMO energy at 2.20 eV. The total charge is -1.